Below is an isolated molecule of C5H8N2O, with properties calculated with ωB97M-V/def2-TZVPD.

Atoms and positions in Å:
C -2.16 -1.16 0.66
C -2.04 -0.50 -0.59
C -0.08 0.73 -0.30
C 0.07 1.86 0.33
C 1.95 -0.44 0.28
H -2.91 -2.00 0.84
H -1.69 -0.81 1.72
H -2.55 -0.91 -1.60
H 1.05 2.25 0.85
H -0.74 2.63 0.87
H 0.87 -0.43 -1.57
H 1.74 -0.19 1.29
H 3.62 -0.85 -1.14
N 0.88 -0.26 -0.57
N 3.24 -0.62 -0.19
O -1.25 0.69 -0.91

The calculated total energy comes out at -379.89552 Eh. The structure (SMILES) is [H]/N=C\NC(=C)OC=C.

natural (NBO) atomic charge list, values in e, 2 entries:
1. C -0.497
2. C 0.097